ORCA calculation (wB97M-V/def2-TZVPD) on a structure of composition C21H28N3OPd.

```
54
C21H28N3OPd (wB97M-V/def2-TZVPD)
Pd -0.5079 0.4793 -0.5617
O -1.5381 -2.5074 -0.4342
C -0.3187 -3.1213 -0.0943
C 0.5330 -3.4658 -1.3086
C 1.0592 -2.2303 -2.0433
C 2.1041 -1.4856 -1.2610
C 3.4267 -1.9284 -1.2255
C 4.3740 -1.2032 -0.5289
C 3.9790 -0.0324 0.1044
C 2.6495 0.3366 0.0259
N 1.7228 -0.3769 -0.6182
H -1.3867 -1.5403 -0.6118
H -0.5714 -4.0454 0.4366
H 0.2639 -2.4961 0.5967
H -0.0756 -4.0640 -1.9914
H 1.3760 -4.0913 -0.9888
H 0.2394 -1.5324 -2.2450
H 1.4951 -2.5368 -2.9986
H 3.6970 -2.8336 -1.7558
H 5.4054 -1.5321 -0.4936
H 4.6850 0.5875 0.6410
H 2.2893 1.2522 0.4810
C -0.9023 1.3533 2.4129
C -1.1631 1.4342 3.9407
N -0.9321 0.1307 4.5736
C -1.8439 -0.8461 3.9695
C -1.6216 -0.9228 2.4356
N -0.5335 -0.0208 2.0424
C 0.6801 -0.3966 2.7684
C 0.4445 -0.2818 4.2988
H -0.0930 2.0132 2.0965
H -1.7731 1.6319 1.8205
H -2.1937 1.7294 4.1510
H -0.5082 2.1655 4.4216
H -2.8664 -0.5445 4.2087
H -1.6667 -1.8133 4.4475
H -2.5085 -0.6273 1.8745
H -1.3673 -1.9321 2.1137
H 1.4913 0.2545 2.4415
H 0.9456 -1.4182 2.4854
H 1.1133 0.4561 4.7497
H 0.6216 -1.2367 4.8009
C -1.3343 1.7507 -1.6556
C -1.5157 2.4197 -2.8636
C -1.6370 1.7270 -4.1136
C -1.7937 2.3988 -5.3059
C -1.8470 3.7965 -5.3516
C -1.7473 4.5044 -4.1470
C -1.5963 3.8499 -2.9454
H -1.5939 0.6442 -4.0946
H -1.8754 1.8293 -6.2273
H -1.9648 4.3179 -6.2938
H -1.7931 5.5895 -4.1592
H -1.5257 4.4114 -2.0208
```

The energy above the lowest of the compared OMol25 structures with the same formula, charge and spin comes out at 13.2 kJ/mol. The expectation value of S² is 2.047. As for the total charge: -1. For the LUMO energy (spin up / spin down), the calculation gives 2.696 / 2.694 eV. Its gap between HOMO and LUMO (spin up / spin down) is 4.139 / 5.519 eV. The calculation puts the total energy at -32225.516 eV. The spin multiplicity is 3. The calculation puts the HOMO energy (spin up / spin down) at -1.4 / -2.8 eV.

Results of the natural (NBO) charge analysis, in e, for atoms 1 through 8: -0.02 -0.76 -0.06 -0.41 -0.47 0.25 -0.26 -0.18